1.
Entry from the Open Molecules 2025 dataset: C5H15N3 in the gas phase (the ωB97M-V functional and the def2-TZVPD basis).

```
23
Properties=species:S:1:pos:R:3:forces:R:3
H 0.430 0.969 0.854 -2.7 -0.1 1.2
C -0.570 0.132 -0.547 2.8 0.2 -1.2
N 1.928 -0.833 -0.472 -0.4 -0.3 -0.3
H -1.380 1.510 0.874 -0.1 0.0 0.0
H -0.834 0.610 -2.639 0.0 0.0 0.0
H 1.941 -1.317 -1.373 0.1 0.1 0.0
H 1.783 0.986 -2.436 0.0 0.1 -0.1
H -2.097 -0.398 2.148 0.0 0.0 0.1
H -1.053 -2.310 1.044 0.0 0.0 0.0
H -0.945 2.005 -1.547 0.0 0.0 0.0
C -0.732 0.633 0.828 2.0 0.8 1.2
N 1.935 1.264 -1.463 -0.8 -0.5 -0.4
H -0.582 0.081 2.887 -0.1 0.0 -0.1
H -0.528 -2.311 2.726 0.0 0.0 0.0
H -0.646 -0.943 -0.683 0.0 0.0 -0.1
H 0.562 -1.736 1.449 0.0 -0.1 0.0
C -0.473 -1.759 1.786 0.0 0.2 0.0
C -1.178 0.944 -1.660 0.1 -0.2 0.1
H 1.581 2.206 -1.336 0.0 -0.1 0.0
H -2.266 0.853 -1.634 0.0 0.0 0.0
N 1.242 0.401 -0.566 -0.6 -0.2 -0.3
H 2.896 -0.645 -0.217 -0.2 0.1 -0.1
C -1.016 -0.342 1.976 -0.3 0.0 -0.1
```
Forces are in eV/Å.

=====

2.
Entry from the Open Molecules 2025 dataset: a 2-piece molecular cluster, C5H15N3 overall (the ωB97M-V functional and the def2-TZVPD basis).

```
23
Properties=species:S:1:pos:R:3:forces:R:3
H -0.501 0.566 -2.337 0.1 0.1 0.2
H -1.231 1.292 -0.988 0.1 0.1 -0.7
H 1.782 -0.905 0.609 -0.3 -0.1 -0.3
N -2.359 -1.043 -0.281 0.6 0.5 0.8
C -1.123 -0.712 -0.886 -1.0 -2.5 -4.1
N -1.214 0.502 -1.627 0.0 -0.1 1.2
C 1.630 0.170 0.656 -2.7 0.8 1.6
H 2.193 0.550 -1.394 0.1 0.0 -0.1
H 0.257 -1.578 -2.284 0.4 0.5 0.2
H -0.065 0.977 2.778 0.0 -0.1 0.2
H -0.911 -2.695 -1.632 0.0 -0.4 0.9
N -0.015 0.479 0.707 3.4 0.4 0.3
H -2.335 -1.892 0.265 0.3 -0.1 -0.1
C -0.613 0.386 2.034 0.8 -0.2 0.1
C -0.389 -1.770 -1.438 -0.8 1.4 0.3
H -2.727 -0.314 0.313 -0.1 0.2 -0.1
H -0.599 -0.660 2.340 -0.2 0.0 0.1
C 2.378 0.949 -0.401 -0.4 0.1 -0.1
H -1.639 0.765 2.022 0.1 -0.2 -0.1
H 3.449 0.950 -0.182 -0.1 -0.3 -0.1
H 2.096 2.003 -0.397 -0.2 0.0 0.0
H 1.957 0.508 1.648 0.1 -0.1 -0.1
H -0.021 1.472 0.475 0.0 -0.1 -0.1
```
Forces are in eV/Å.

=====

3.
Entry from the Open Molecules 2025 dataset: C5H15N3O as an isolated structure (the ωB97M-V functional and the def2-TZVPD basis).

```
24
Properties=species:S:1:pos:R:3:forces:R:3
H -1.887 -0.839 -1.733 0.0 -0.1 -0.1
H 2.202 1.053 0.117 0.0 0.4 0.1
C -0.660 2.311 -1.341 0.0 -0.3 -0.1
H -0.663 -1.725 -2.672 0.0 0.1 0.1
H -1.067 -0.054 -3.103 0.0 -0.1 0.1
N 0.547 -0.074 2.296 0.0 0.1 0.0
H -0.112 -3.059 3.212 0.0 0.1 0.0
C -0.924 -0.743 -2.257 -0.5 0.4 0.2
H -0.313 2.433 -2.367 0.0 0.0 0.0
N -0.287 -2.068 3.297 0.0 0.0 0.0
C 0.137 -1.286 2.219 -0.2 0.1 0.2
O 0.086 -0.319 -1.386 -0.7 1.1 0.7
H -0.186 1.083 0.414 0.2 -0.1 -0.3
H -1.700 1.987 -1.346 0.0 0.1 0.0
H 0.133 -1.333 0.177 0.0 0.0 0.1
C 0.195 1.352 -0.576 -1.3 -1.5 -0.5
C 1.634 1.385 -0.749 0.4 -2.0 -1.2
H 0.605 0.255 3.255 0.0 -0.2 0.0
H 2.018 2.224 -1.323 0.1 0.1 0.2
H 1.523 0.403 -1.444 1.6 2.0 0.8
H -0.605 3.284 -0.845 0.0 0.0 0.0
H -0.052 -1.709 4.209 0.0 0.0 -0.1
H -0.661 -2.643 0.936 0.0 0.0 0.1
N 0.036 -1.919 1.011 0.1 -0.1 -0.1
```
Forces are in eV/Å.

=====

4.
Entry from the Open Molecules 2025 dataset: a 2-piece molecular cluster, C5H15N3O overall (the ωB97M-V functional and the def2-TZVPD basis).

```
24
Properties=species:S:1:pos:R:3:forces:R:3
H -2.167 -0.311 1.329 0.1 -0.2 0.0
H -0.413 -0.629 0.766 -2.0 0.9 0.9
N 1.726 -2.895 -1.427 0.3 0.3 0.3
H 3.252 -0.915 0.331 -0.1 0.0 -0.2
C 2.260 -0.885 0.782 -0.7 0.1 0.4
C 1.187 -0.823 -0.283 2.5 0.7 -3.0
H -2.327 1.401 -1.748 0.0 0.0 0.1
H -3.283 1.018 -0.476 0.0 0.0 -0.1
H 2.128 -1.764 1.409 0.0 0.0 0.1
N 0.758 -2.074 -0.783 -1.2 -0.1 0.0
H 2.204 0.024 1.377 0.0 0.0 0.1
H -0.371 2.806 1.077 0.1 0.0 0.1
C -1.258 2.621 0.474 -0.3 -0.2 0.0
H 2.341 -2.334 -2.020 -0.1 0.0 0.1
O 1.043 0.199 -0.976 0.5 -1.6 1.3
H -1.240 3.298 -0.380 0.0 0.0 0.0
H -2.137 2.859 1.077 -0.1 0.1 0.1
H -0.769 0.558 2.019 -0.2 0.3 0.2
H 2.295 -3.354 -0.726 -0.1 -0.1 0.0
C -1.299 1.166 0.004 1.8 0.4 -1.3
H -0.021 -1.943 -1.428 0.3 0.0 0.2
H -0.314 0.975 -0.598 -2.3 1.0 1.0
N -2.382 0.836 -0.909 -0.3 -0.1 0.0
C -1.216 0.167 1.110 1.7 -1.4 -0.3
```
Forces are in eV/Å.

=====

5.
Entry from the Open Molecules 2025 dataset: a 3-piece molecular cluster, C5H15N3O overall (the ωB97M-V functional and the def2-TZVPD basis).

```
24
Properties=species:S:1:pos:R:3:forces:R:3
H 0.012 -2.040 2.557 0.1 0.1 0.1
H 0.058 1.690 -2.104 0.0 0.0 -0.1
H -1.355 -2.545 1.444 -0.2 -0.1 -0.1
H 1.619 -2.367 0.738 0.2 0.1 0.1
C -1.495 1.170 0.368 -0.3 -0.4 0.1
H 1.567 0.947 -2.683 -0.1 0.0 0.0
N -2.149 0.282 -0.459 -0.3 -0.1 -0.1
C -0.301 -2.351 1.573 0.1 -0.2 0.1
C 0.563 -2.525 0.593 0.0 -0.2 0.0
H -1.507 -0.241 1.880 0.0 0.2 0.0
H 1.350 -0.536 -0.739 -0.2 0.2 0.0
H -1.912 -0.690 -0.344 0.1 0.0 -0.1
H 0.069 -0.010 -2.631 0.0 0.0 -0.1
H -0.847 1.300 2.284 0.0 0.0 0.0
C 1.659 1.329 -0.014 0.1 0.0 -0.1
O -1.294 2.326 0.071 0.0 0.6 -0.2
N 0.868 0.361 -0.747 0.4 -0.4 -0.2
H 0.259 -2.854 -0.387 -0.1 -0.1 -0.2
N -1.164 0.655 1.583 0.0 -0.1 0.5
H 2.633 1.537 -0.483 0.0 0.0 0.0
H -2.191 0.585 -1.419 0.0 0.0 0.1
C 0.639 0.765 -2.118 0.1 0.1 0.0
H 1.825 0.955 0.995 0.1 0.1 0.1
H 1.093 2.257 0.042 0.0 0.1 0.1
```
Forces are in eV/Å.

=====

6.
Entry from the Open Molecules 2025 dataset: a 2-piece molecular cluster, C5H15N4 overall (the ωB97M-V functional and the def2-TZVPD basis).

```
24
Properties=species:S:1:pos:R:3:forces:R:3
H -0.387 2.320 -0.797 -1.2 0.3 -0.4
H 0.725 2.660 0.827 0.7 0.1 0.0
H -4.251 0.679 0.080 -0.7 -1.9 1.4
H 3.829 -0.769 -0.013 2.1 -1.8 -0.9
H -2.064 1.656 -0.645 -3.0 0.6 -0.5
C 1.953 -0.268 -0.059 -3.9 3.3 1.9
N 1.236 2.091 0.156 -0.6 0.7 0.5
C 0.849 0.744 0.211 7.5 -4.0 -1.6
H -2.359 -0.276 0.290 -0.1 -0.8 0.2
N -1.341 -0.467 0.329 3.0 0.2 0.4
C -0.498 0.542 -0.029 -5.3 0.1 -0.3
H 2.099 -1.834 -1.473 -0.1 0.4 -0.5
H 2.442 -2.438 -0.003 0.2 0.1 1.1
H 3.810 0.923 -0.495 -0.1 0.3 -0.9
H 3.670 0.394 1.083 -0.5 0.5 1.0
H -0.962 -1.222 0.945 -0.7 1.1 -0.9
N -1.118 1.625 -0.594 4.7 -1.6 1.0
H 2.183 2.395 -0.028 -0.2 -0.5 0.2
H 0.776 -1.980 -0.387 -0.9 -0.7 0.1
H -4.409 -0.879 -0.473 -0.1 0.0 0.4
C 3.364 0.140 0.085 -0.5 0.8 0.8
N -4.166 -0.341 0.357 1.7 2.0 -3.6
C 1.795 -1.696 -0.438 -0.5 0.5 -0.8
H -4.547 -0.740 1.155 -1.2 0.1 1.7
```
Forces are in eV/Å.

Net charge: +1

=====

Calculated values (eV) of Kohn-Sham gap for the records, taken in order: 9.08 7.86 9.71 9.62 9.51 8.04.
Calculated values (kJ/mol) of relative energy (zero: lowest compared OMol25 entry of this formula, charge and spin) for the records, taken in order: 400.79 316.11 251.13 248.36 101.60 55.43.
Calculated values (eV) of calculated total energy for the records, taken in order: -9894.99733 -9895.87497 -11944.14671 -11944.17547 -11945.69646 -11381.45429.